No. 1
DFT (the ωB97M-V functional and the def2-TZVPD basis) results for a structure of composition C61H52ClN2O3P3SiV in a non-equilibrium geometry.

Atoms and positions in Å:
1 V -0.27205 0.08188 0.24730
2 C -3.30493 -1.48369 -5.05570
3 C -2.11988 -2.17950 -5.27661
4 C -1.07301 -2.08348 -4.37526
5 C -1.19353 -1.26914 -3.24580
6 C -2.39730 -0.61452 -3.01520
7 C -3.45069 -0.71306 -3.91422
8 P 0.19317 -1.03063 -2.09422
9 C 0.84906 -2.72367 -1.87606
10 C 2.21252 -2.90791 -1.66364
11 C 2.72046 -4.17764 -1.40853
12 C 1.86854 -5.27179 -1.37204
13 C 0.50545 -5.09342 -1.58677
14 C -0.00452 -3.82536 -1.82678
15 C 1.53944 -0.18464 -2.97142
16 C 1.94718 -0.58315 -4.24572
17 C 2.91346 0.13741 -4.92267
18 C 3.46279 1.27889 -4.34375
19 C 3.07006 1.66370 -3.07351
20 C 2.12400 0.92023 -2.35354
21 Si 1.74283 1.40795 -0.58775
22 C 3.27564 1.15502 0.43607
23 C 4.57361 1.53164 0.05521
24 C 5.62376 1.43545 0.94862
25 C 5.40500 0.96398 2.24453
26 C 4.14020 0.57098 2.62986
27 C 3.08369 0.66023 1.71796
28 P 1.38722 0.17827 2.16800
29 C 1.69861 -1.42738 2.98303
30 C 2.61608 -2.29006 2.37482
31 C 2.98489 -3.47398 2.99519
32 C 2.45205 -3.80418 4.23759
33 C 1.51353 -2.97090 4.82804
34 C 1.12057 -1.79513 4.19589
35 C 0.94441 1.45413 3.38684
36 C 0.39903 2.63002 2.87413
37 C 0.16737 3.71930 3.70002
38 C 0.46813 3.63944 5.05130
39 C 1.01528 2.47136 5.56862
40 C 1.25934 1.38306 4.74307
41 C 1.32282 3.22221 -0.53286
42 C 2.31795 4.19999 -0.41062
43 C 1.99937 5.54441 -0.50697
44 C 0.68405 5.93683 -0.74454
45 C -0.31332 4.98587 -0.86534
46 C 0.00537 3.63259 -0.73210
47 P -1.21999 2.31570 -0.98633
48 C -2.74336 2.75027 -0.11250
49 C -3.88368 1.99158 -0.39317
50 C -5.08728 2.27573 0.22931
51 C -5.15792 3.31288 1.15578
52 C -4.02326 4.04749 1.45860
53 C -2.81482 3.76571 0.83031
54 C -1.63918 2.57597 -2.75776
55 C -0.63521 2.36417 -3.70383
56 C -0.87124 2.59119 -5.04845
57 C -2.11660 3.04478 -5.46826
58 C -3.11218 3.27678 -4.53385
59 C -2.87820 3.04621 -3.18087
60 H -4.11626 -1.55862 -5.76822
61 H -2.01412 -2.80541 -6.15279
62 H -0.17596 -2.66514 -4.54492
63 H -2.52369 -0.02286 -2.12071
64 H -4.37694 -0.18753 -3.71986
65 H 2.88887 -2.06217 -1.70619
66 H 3.78464 -4.31219 -1.25906
67 H 2.26605 -6.26410 -1.19854
68 H -0.15699 -5.95053 -1.59050
69 H -1.06630 -3.70119 -2.00877
70 H 1.50613 -1.44760 -4.72600
71 H 3.22453 -0.17602 -5.91063
72 H 4.19192 1.86619 -4.88701
73 H 3.47946 2.57611 -2.65480
74 H 4.77592 1.89061 -0.94491
75 H 6.62035 1.72479 0.64085
76 H 6.22835 0.89637 2.94400
77 H 3.98062 0.18754 3.63168
78 H 3.06782 -2.02838 1.42437
79 H 3.70645 -4.12732 2.52088
80 H 2.76856 -4.70953 4.74060
81 H 1.08493 -3.22963 5.78827
82 H 0.36421 -1.17109 4.64949
83 H 0.16144 2.71253 1.82271
84 H -0.25015 4.62943 3.28597
85 H 0.28283 4.48531 5.70092
86 H 1.26247 2.40837 6.62054
87 H 1.71149 0.49723 5.16787
88 H 3.34583 3.91208 -0.22327
89 H 2.77518 6.29220 -0.40194
90 H 0.44092 6.98725 -0.83879
91 H -1.33089 5.29653 -1.07127
92 H -3.84098 1.18529 -1.11729
93 H -5.97038 1.69688 -0.00987
94 H -6.09756 3.54243 1.64133
95 H -4.07225 4.84378 2.18964
96 H -1.93524 4.34202 1.08659
97 H 0.34180 2.02498 -3.39933
98 H -0.08126 2.42020 -5.76906
99 H -2.30241 3.23075 -6.51837
100 H -4.07910 3.64620 -4.85083
101 H -3.67043 3.24338 -2.47224
102 Cl -3.02669 2.06727 4.14412
103 C -3.28107 0.66235 3.07430
104 C -1.93997 0.19050 2.58172
105 O -1.30595 -0.62782 3.19098
106 O -1.52016 0.74364 1.41741
107 H -3.93289 0.97234 2.26201
108 H -3.72033 -0.12485 3.67616
109 N -0.26254 -1.79198 0.68463
110 C -0.71314 -2.73035 1.21327
111 N -1.18456 -3.78449 1.75807
112 C -0.39939 -4.59450 2.72694
113 C -0.58805 -6.05016 2.36554
114 O -1.96419 -6.38358 2.31914
115 C -2.64000 -5.67053 1.30329
116 C -2.60438 -4.18296 1.58364
117 H -0.78449 -4.38422 3.72490
118 H 0.64516 -4.29428 2.66955
119 H -0.13155 -6.67295 3.13170
120 H -0.11188 -6.26512 1.40174
121 H -3.67181 -6.01484 1.29628
122 H -2.18871 -5.87960 0.32556
123 H -3.12492 -3.95557 2.51498
124 H -3.04313 -3.60752 0.77014

Forces on the atoms, in the same order (eV/Å):
V 0.3 0.7 -0.6
C 0.0 0.0 0.0
C 0.0 0.0 0.0
C 0.0 0.0 0.0
C 0.0 0.1 0.1
C -0.1 0.0 0.0
C 0.0 0.0 0.0
P 0.4 -0.1 0.0
C 0.0 0.1 0.1
C 0.1 -0.1 0.1
C -0.1 0.1 0.0
C -0.1 0.0 0.0
C 0.0 0.0 0.0
C 0.0 0.0 0.0
C 0.0 0.0 -0.2
C -0.1 0.0 -0.1
C 0.0 0.1 0.0
C -0.1 -0.1 0.0
C 0.0 0.0 0.0
C 0.1 0.0 -0.2
Si -0.1 -0.2 0.0
C 0.3 -0.1 0.0
C -0.1 -0.1 0.0
C 0.0 0.0 0.1
C 0.1 0.0 -0.1
C -0.1 0.0 0.0
C 0.0 -0.1 0.1
P 0.4 0.2 0.0
C -0.1 0.0 0.0
C 0.0 0.0 0.0
C 0.0 0.0 0.1
C 0.1 0.1 0.0
C 0.1 0.1 0.0
C 0.0 -0.1 0.1
C -0.1 -0.1 -0.1
C 0.0 0.1 0.1
C 0.0 0.0 0.0
C 0.0 -0.1 0.0
C 0.0 0.0 0.0
C 0.1 0.0 0.0
C 0.1 0.3 0.0
C -0.1 0.0 0.1
C -0.1 0.0 0.0
C 0.1 0.0 0.0
C 0.0 -0.1 0.0
C -0.1 0.1 -0.1
P 0.2 0.2 -0.4
C -0.1 -0.1 0.0
C 0.0 0.0 0.1
C 0.0 0.0 0.0
C 0.0 0.0 0.0
C 0.0 0.0 0.0
C 0.0 0.0 0.0
C 0.1 -0.1 0.1
C -0.1 0.0 0.0
C -0.1 0.0 0.0
C 0.1 0.0 0.0
C 0.0 0.0 0.1
C -0.1 0.0 -0.1
H 0.0 0.0 0.0
H 0.0 0.0 0.0
H 0.0 0.0 0.0
H 0.1 0.1 0.1
H 0.0 0.0 0.0
H 0.0 0.0 0.0
H 0.0 0.0 0.0
H 0.0 0.0 0.0
H 0.0 0.0 0.0
H 0.0 0.0 0.0
H 0.0 0.1 0.1
H 0.0 0.0 0.0
H 0.0 0.0 0.0
H 0.0 0.0 0.0
H 0.0 0.0 0.0
H 0.0 0.0 0.0
H 0.0 0.0 0.0
H 0.0 0.0 0.0
H 0.0 0.0 0.0
H 0.0 0.0 0.0
H 0.0 0.0 0.0
H 0.0 0.0 0.0
H 0.1 0.0 0.0
H 0.0 0.0 0.0
H 0.0 0.0 0.0
H 0.0 0.0 0.0
H 0.0 0.0 0.0
H 0.0 0.0 0.0
H 0.0 0.0 0.0
H 0.0 0.0 0.0
H 0.0 0.0 0.0
H 0.0 0.0 0.0
H 0.0 0.0 0.0
H 0.0 0.0 0.0
H 0.0 0.0 0.0
H 0.0 0.0 0.0
H 0.0 0.0 0.0
H 0.0 0.0 0.0
H 0.0 0.0 0.0
H 0.0 0.0 0.0
H 0.0 0.0 0.0
H 0.0 0.0 0.0
Cl 0.1 -0.1 0.0
C -0.1 0.3 0.0
C -0.1 0.6 -0.7
O 0.3 -0.3 0.0
O -0.7 -0.7 1.2
H 0.0 0.0 0.0
H -0.1 0.0 0.0
N -0.5 -0.7 0.3
C 0.2 0.0 -0.1
N -0.1 -0.1 0.1
C -0.1 0.2 -0.2
C -0.1 -0.1 0.0
O 0.0 0.0 0.0
C 0.0 -0.1 0.1
C 0.2 0.1 0.1
H 0.0 0.0 0.0
H -0.1 0.0 -0.1
H 0.0 -0.1 0.0
H 0.0 0.0 0.0
H 0.0 0.0 0.0
H 0.0 0.0 0.0
H 0.0 0.0 0.0
H 0.0 0.0 0.0

<S²> = 0.780
HOMO energy (alpha / beta) = -13.30 / -13.28 eV
Charge = +2
Relative energy (zero: lowest compared OMol25 entry of this formula, charge and spin) = 6.1 kcal/mol
Spin multiplicity = 2
LUMO energy (alpha / beta) = -0.220 / -0.208 hartree


No. 2
DFT (the ωB97M-V functional and the def2-TZVPD basis) results for a structure of composition C61H53As2BrN6OTa.

Atoms and positions in Å:
1 Ta -0.51316 0.08780 -0.08338
2 C -0.96105 -1.34982 -6.56207
3 C -1.32321 -0.89338 -5.17839
4 C -2.22184 -1.61834 -4.38914
5 C -2.54190 -1.22571 -3.10694
6 C -1.99464 -0.05957 -2.56264
7 N -2.23825 0.37760 -1.23716
8 C -3.56132 0.73994 -0.97879
9 C -4.56248 0.66588 -1.96659
10 C -5.88873 0.92839 -1.70788
11 C -6.32607 1.27145 -0.43508
12 C -7.77695 1.49134 -0.12177
13 C -5.35400 1.42252 0.53496
14 C -3.99663 1.23556 0.26428
15 N -3.08773 1.59371 1.30636
16 C -3.42222 2.28398 2.41405
17 C -2.37208 2.22366 3.30337
18 C -1.40713 1.48925 2.64087
19 N -1.81712 1.13118 1.41352
20 C -1.11035 0.65987 -3.35828
21 C -0.75785 0.25076 -4.63994
22 N -0.57929 1.85838 -2.82097
23 C -0.50586 3.04467 -3.45016
24 C -0.09984 3.98177 -2.52691
25 C 0.03934 3.26470 -1.34184
26 N -0.22716 1.96817 -1.51938
27 H -1.46558 -2.28093 -6.81158
28 H -1.24230 -0.60529 -7.30780
29 H 0.11386 -1.51482 -6.65344
30 H -2.65738 -2.52442 -4.79080
31 H -3.20939 -1.82308 -2.49918
32 H -4.29486 0.39161 -2.97347
33 H -6.60483 0.84085 -2.51497
34 H -8.40524 1.19902 -0.96063
35 H -8.08558 0.90912 0.74691
36 H -7.97739 2.54149 0.09483
37 H -5.66993 1.67432 1.53622
38 H -4.37298 2.77373 2.49657
39 H -2.30627 2.67160 4.27793
40 H -0.43819 1.19613 3.00152
41 H -0.03719 0.82806 -5.20816
42 H -0.79147 3.13076 -4.48438
43 H 0.04499 5.03580 -2.67837
44 H 0.30294 3.66086 -0.37935
45 C 2.57474 -0.40621 2.40776
46 C 2.34885 1.04334 2.80086
47 As 1.49070 2.08906 1.36596
48 C 1.08854 3.76083 2.30066
49 C 1.98735 4.26496 3.23964
50 C 1.74633 5.47565 3.86814
51 C 0.60909 6.20696 3.55181
52 C -0.28533 5.72032 2.61137
53 C -0.04728 4.50143 1.99182
54 C 3.08045 2.69905 0.40067
55 C 3.10609 3.97605 -0.15519
56 C 4.20488 4.41142 -0.88195
57 C 5.30426 3.58159 -1.05024
58 C 5.30074 2.31779 -0.47892
59 C 4.19504 1.88017 0.23507
60 As 0.89887 -1.34645 1.98943
61 C 0.28812 -1.69269 3.81675
62 C -0.91747 -1.23035 4.33119
63 C -1.26903 -1.49064 5.64892
64 C -0.42048 -2.22009 6.46433
65 C 0.78370 -2.69269 5.95935
66 C 1.13475 -2.43028 4.64622
67 C 1.59495 -3.11729 1.56078
68 C 2.82581 -3.30210 0.94001
69 C 3.27495 -4.57878 0.63043
70 C 2.50503 -5.68437 0.95633
71 C 1.29496 -5.50969 1.61261
72 C 0.84436 -4.23519 1.91595
73 H 3.05269 -0.95137 3.22394
74 H 3.21283 -0.49820 1.53080
75 H 3.29252 1.52833 3.05530
76 H 1.71000 1.10732 3.68638
77 H 2.89199 3.71876 3.48098
78 H 2.44835 5.85265 4.59948
79 H 0.42510 7.15727 4.03420
80 H -1.17089 6.28821 2.35844
81 H -0.76915 4.13118 1.27055
82 H 2.27982 4.66059 0.00101
83 H 4.21027 5.41074 -1.29665
84 H 6.16722 3.92706 -1.60295
85 H 6.16415 1.67306 -0.58029
86 H 4.22418 0.88908 0.67039
87 H -1.60169 -0.67159 3.71211
88 H -2.21096 -1.12388 6.03480
89 H -0.69593 -2.42563 7.48980
90 H 1.44681 -3.27091 6.58836
91 H 2.06976 -2.82462 4.26342
92 H 3.47370 -2.45999 0.72651
93 H 4.23896 -4.70984 0.15620
94 H 2.85894 -6.67990 0.72476
95 H 0.70296 -6.36844 1.89930
96 H -0.09324 -4.11606 2.44599
97 Br -2.43632 -1.67080 1.15056
98 C -1.93584 -3.31059 0.34226
99 C -2.52867 -4.46654 0.75129
100 C -2.17137 -5.66308 0.10416
101 C -1.28569 -5.63051 -0.93366
102 C -0.70570 -4.41773 -1.37358
103 C 0.12370 -4.39606 -2.51657
104 C 0.58067 -3.19872 -2.97660
105 C 0.29925 -2.01391 -2.27110
106 C -0.41420 -1.94231 -1.09118
107 C -0.99084 -3.19759 -0.69794
108 H -3.26178 -4.46701 1.54602
109 H -2.62070 -6.59399 0.42056
110 H -1.02574 -6.54223 -1.45648
111 H 0.33696 -5.32236 -3.03376
112 H 1.15455 -3.14429 -3.89443
113 H 0.64052 -1.10566 -2.74776
114 O 1.60269 0.04037 -0.61147
115 N 2.44659 0.01704 -1.64434
116 C 3.17915 -1.09543 -1.83610
117 C 4.11673 -1.14128 -2.84152
118 C 4.28928 -0.03802 -3.66695
119 C 3.51983 1.09205 -3.44380
120 C 2.60800 1.10733 -2.41101
121 H 2.95065 -1.91355 -1.17261
122 H 4.69351 -2.04499 -2.97298
123 H 5.02037 -0.05576 -4.46297
124 H 3.63171 1.98261 -4.04478
125 H 2.01556 1.96879 -2.14777

Forces on the atoms, in the same order (eV/Å):
Ta 0.3 0.3 -0.7
C 0.0 0.0 0.0
C 0.0 0.0 0.0
C 0.0 0.0 0.0
C 0.1 0.1 0.0
C 0.1 0.0 -0.3
N -0.1 -0.4 0.1
C -0.2 0.3 0.2
C 0.1 0.0 0.1
C -0.1 0.0 0.0
C 0.0 0.0 0.0
C -0.1 0.0 0.0
C 0.1 0.0 -0.1
C 0.0 -0.1 -0.3
N 0.0 0.1 0.1
C 0.1 0.0 0.0
C -0.1 0.1 -0.1
C 0.1 0.1 -0.1
N -0.1 0.0 0.2
C -0.2 -0.2 0.1
C 0.0 0.0 0.1
N 0.1 0.1 -0.1
C 0.0 0.1 0.1
C 0.0 -0.1 -0.2
C 0.1 0.0 0.1
N -0.1 0.1 0.2
H 0.0 0.0 0.0
H 0.0 0.0 0.0
H 0.0 0.0 0.0
H 0.0 0.0 0.0
H 0.0 0.0 0.0
H 0.0 0.0 0.0
H 0.0 0.0 0.0
H 0.0 0.0 0.0
H 0.0 0.0 0.0
H 0.0 0.0 0.0
H 0.0 0.0 0.0
H 0.0 0.0 0.0
H 0.0 0.0 0.0
H 0.0 0.0 0.0
H 0.0 0.0 0.0
H 0.0 0.0 0.0
H 0.0 0.0 0.0
H 0.0 -0.1 0.0
C -0.1 -0.2 0.0
C 0.0 0.1 -0.1
As 0.1 0.2 0.2
C 0.1 -0.1 0.0
C 0.1 -0.1 0.0
C 0.0 0.0 0.0
C 0.0 0.0 0.0
C 0.0 0.1 0.0
C -0.1 -0.1 0.0
C 0.0 -0.1 0.0
C -0.1 0.0 0.0
C 0.0 0.0 0.0
C 0.0 0.0 0.0
C 0.0 0.0 0.0
C 0.0 -0.1 0.1
As 0.2 -0.2 0.2
C 0.1 0.0 0.0
C 0.0 0.0 -0.1
C 0.0 0.0 0.0
C 0.0 0.0 0.0
C 0.0 0.0 0.0
C 0.1 0.0 -0.1
C -0.1 0.0 0.1
C 0.0 0.1 0.0
C 0.0 0.0 0.0
C 0.0 0.0 0.0
C 0.0 0.0 0.0
C -0.1 0.1 0.0
H 0.0 0.0 0.0
H -0.1 0.0 0.0
H 0.0 0.0 0.0
H 0.0 0.0 0.0
H 0.0 0.0 0.0
H 0.0 0.0 0.0
H 0.0 0.0 0.0
H 0.0 0.0 0.0
H 0.0 0.0 0.1
H 0.0 0.0 0.0
H 0.0 0.0 0.0
H 0.0 0.0 0.0
H 0.0 0.0 0.0
H 0.0 0.1 0.0
H 0.0 0.0 0.0
H 0.0 0.0 0.0
H 0.0 0.0 0.0
H 0.0 0.0 0.0
H 0.0 0.0 0.0
H 0.0 0.0 0.0
H 0.0 0.0 0.0
H 0.0 0.0 0.0
H 0.0 0.0 0.0
H 0.0 0.0 0.0
Br -0.1 -0.2 0.3
C 0.0 0.0 0.0
C 0.0 0.2 0.1
C 0.1 -0.1 -0.1
C -0.1 -0.1 0.1
C 0.0 0.1 0.0
C 0.0 0.1 0.0
C 0.0 -0.1 0.0
C 0.1 0.2 0.2
C 0.0 -0.2 -0.2
C 0.0 0.1 0.1
H 0.0 0.0 0.0
H 0.0 0.0 0.0
H 0.0 0.0 0.0
H 0.0 0.0 0.0
H 0.0 0.0 0.0
H 0.1 0.1 0.0
O 0.1 -0.1 0.1
N -0.1 0.0 0.0
C -0.2 0.0 0.0
C 0.0 0.1 -0.1
C 0.0 0.0 0.0
C 0.0 0.0 0.0
C 0.0 0.0 0.0
H 0.0 0.0 0.0
H 0.0 0.0 0.0
H 0.0 0.0 0.0
H 0.0 0.0 0.0
H 0.0 0.0 0.0

<S²> = 0.755
HOMO energy (alpha / beta) = -11.78 / -11.86 eV
Charge = +2
Relative energy (zero: lowest compared OMol25 entry of this formula, charge and spin) = 1.7 kcal/mol
Spin multiplicity = 2
LUMO energy (alpha / beta) = -0.180 / -0.179 hartree


Among the records above, which one has the lowest <S²>? C61H53As2BrN6OTa